48
Properties=species:S:1:pos:R:3 method="wB97M-V/def2-TZVPD" homo_lumo_gap_ha=0.343 total_charge=0 total_energy_ev=-36780.2068 de_lowest_kj_mol=440.80
N 5.1691 3.8401 2.9759
C 4.8412 2.8478 2.1646
N 5.7397 2.4464 1.3312
O 3.6898 2.3791 2.0706
H 6.0192 4.3747 2.8682
H 4.5533 4.1102 3.7296
H 6.6058 2.9612 1.2607
H 5.4887 1.7427 0.6515
N 2.6494 3.7845 -1.9987
C 2.6509 3.6147 -3.2833
N 3.9188 3.2746 -3.6659
O 1.7325 3.5985 -4.1120
H 3.5396 3.7848 -1.5216
H 1.8449 3.9070 -1.4005
H 4.0695 2.8025 -4.5459
H 4.7098 3.2550 -3.0382
N -1.6625 -0.8537 4.9966
C -0.4114 -0.3970 4.7474
N -0.5253 0.7511 4.1834
O 0.6202 -0.8426 5.1442
H -1.7891 -1.7686 5.4053
H -2.3707 -0.4213 4.4208
H -1.3012 1.3403 3.9173
H 0.3733 1.1842 4.0251
N 1.0121 0.2902 -0.7536
C -0.2886 0.0065 -0.8899
N -0.9529 0.1454 0.2612
O -0.6915 -0.3127 -1.9869
H 1.5844 0.5043 -1.5577
H 1.3441 0.6100 0.1451
H -0.4602 0.5465 1.0464
H -1.9470 -0.0190 0.3307
N -4.9801 -1.7021 -5.5690
C -4.6310 -2.8423 -5.1485
N -3.4540 -2.7717 -4.5623
O -5.2251 -3.8437 -5.3359
H -4.6018 -0.8544 -5.1711
H -5.7991 -1.6482 -6.1576
H -3.2424 -3.6164 -4.0505
H -2.7890 -2.0342 -4.3782
N -3.3252 -4.9333 2.5086
C -2.6636 -4.4414 1.5204
N -3.2851 -3.4267 0.9451
O -1.6534 -4.8512 1.0676
H -2.8616 -5.7170 2.9457
H -4.3323 -4.8570 2.5122
H -4.2426 -3.2890 1.2355
H -2.6697 -2.6591 0.7167